<P>
This record from the OMol25 dataset describes 2 unconnected molecules or ions with the total composition C3H4N2OS. The level of theory is ωB97M-V/def2-TZVPD.

Kohn-Sham gap (alpha / beta): 7.84 / 7.84 eV

Each line ends with the Mulliken charge.
Element x y z (Å)
C -2.5291 -0.6665 -0.0651  0.970
C -2.2626 0.5476 0.0887  -0.605
C 0.5660 0.0729 -0.2396  -0.510
N -2.4861 -1.8724 -0.1588  -0.593
N 0.5487 0.4679 0.9459  -0.424
O -1.2047 2.6295 -0.5371  -0.426
S -1.8072 2.0402 0.6007  0.331
H 0.1943 0.6631 -0.9638  0.457
H -1.8983 -2.2704 -0.9702  0.286
H 0.9095 -0.8484 -0.6242  0.295
H 1.0450 -0.1278 1.6225  0.219

***

<Q>
This record from the OMol25 dataset describes a single C3H4N2OS molecule. The level of theory is ωB97M-V/def2-TZVPD.

structure (SMILES): S=C1NN=CCO1
Kohn-Sham gap: 9.11 eV

Each line ends with the Mulliken charge.
Element x y z (Å)
C 1.4184 0.0640 -0.0055  0.401
C -1.3163 0.2801 -0.0007  -0.040
C -0.7118 -1.0850 -0.0030  -0.262
H 1.2063 2.1007 0.0101  0.216
H -2.4157 0.3612 -0.0077  0.380
H -0.9990 -1.6230 -0.8771  0.273
H -1.0214 -1.6670 0.8844  0.260
N 0.7071 1.2275 0.0008  0.160
N -0.6558 1.3598 -0.0002  -0.683
O 0.7240 -1.0696 -0.0008  -0.324
S 3.0642 0.0513 -0.0004  -0.381

***

<R>
This record from the OMol25 dataset describes a single C3H4N2OS molecule. The level of theory is ωB97M-V/def2-TZVPD.

Kohn-Sham gap: 7.19 eV

Each line ends with the Mulliken charge.
Element x y z (Å)
C 0.7276 0.6905 0.1773  -0.502
C 1.4654 -0.3431 0.8708  -0.241
C -0.3725 0.2009 -0.4519  0.569
N -0.6339 -1.9192 0.6178  -0.305
N -1.4197 0.8204 -1.0598  -0.344
O -0.5990 -1.1803 -0.5933  -0.307
S 0.7718 -1.7888 1.3446  0.133
H 1.0666 1.7502 0.2195  0.280
H 2.4971 -0.1743 1.2867  0.321
H -1.4918 1.7730 -1.0172  0.152
H -2.0116 0.1708 -1.3946  0.243

***

Which structure is the least stable? The one labeled <P>.

***

<P>
This record from the OMol25 dataset describes a single C3H4N2OS molecule. The level of theory is ωB97M-V/def2-TZVPD.

structure (SMILES): CSNC(=O)C#N
Kohn-Sham gap: 10.18 eV

Each line ends with the Mulliken charge.
Element x y z (Å)
C 2.0921 0.4415 0.9217  -0.747
C -1.1950 -0.5263 0.0726  0.727
C -1.2990 0.9444 -0.0895  0.094
H 1.4151 1.1490 1.3785  0.277
H 3.0448 0.9450 0.6377  0.292
H 2.3187 -0.3704 1.6039  0.282
H 0.1213 -2.0205 0.0372  0.256
N 0.0581 -1.0274 -0.1053  -0.269
N -1.4773 2.0883 -0.1547  -0.346
O -2.1696 -1.1882 0.3674  -0.544
S 1.4252 -0.1739 -0.6378  -0.022

***

<Q>
This record from the OMol25 dataset describes a molecular structure, C3H4N2OS. The level of theory is ωB97M-V/def2-TZVPD.

Kohn-Sham gap: 10.04 eV

Each line ends with the Mulliken charge.
Element x y z (Å)
C -1.0389 0.7686 0.1439  -0.354
C 0.3311 0.0828 0.0477  0.370
C 2.0363 -0.9965 -0.0784  0.093
H -3.4255 -0.0626 0.2730  0.153
H -1.3429 1.1882 1.2097  0.298
H -1.1444 1.6880 -0.5671  0.276
H 2.6450 -1.9230 0.0347  0.365
N 1.2169 0.8642 -0.3486  -0.242
N 2.2745 0.1804 -0.4219  -0.398
O 0.7245 -1.1829 0.0667  -0.305
S -2.2767 -0.6072 -0.3597  -0.256

***

Which structure is the least stable? The one labeled <Q>.